[1]
18
Properties=species:S:1:pos:R:3 method="wB97M-V/def2-TZVPD" charge=+1 gap_ev="6.29 / 6.29"
O -0.29 5.14 -0.65
C 0.02 4.40 -1.49
Zn -1.20 -1.12 -0.02
C -0.45 -3.01 -0.26
O -0.29 -4.18 -0.25
C 1.91 0.07 -2.71
O 1.68 0.28 -3.84
C 1.53 -0.07 -0.80
O 2.62 0.32 -0.45
C -2.57 -0.02 -0.61
O -3.56 0.30 0.08
H -2.71 -1.26 -1.36
C 0.92 -0.19 2.03
O -0.44 -0.29 1.57
H 1.57 -0.93 1.52
H 1.01 -0.36 3.14
H 1.33 0.82 1.86
H -1.05 0.09 2.24

---

[2]
9
Properties=species:S:1:pos:R:3 method="wB97M-V/def2-TZVPD" de_lowest_kj_mol=142.3 smiles="C=CP(=S)(Cl)Cl" charge=0 gap_ev=8.57
C 1.41 0.30 0.29
C 0.34 -0.27 0.83
P -1.03 -0.12 -0.44
S -0.70 1.55 -2.01
Cl -1.31 -1.85 -1.19
Cl -2.61 0.16 0.70
H 2.39 0.35 0.86
H 1.44 0.72 -0.77
H 0.07 -0.84 1.73

---

[3]
70
Properties=species:S:1:pos:R:3 method="wB97M-V/def2-TZVPD" de_lowest_kj_mol=8.1 smiles=CC1(C)OB([C@H](c2ccccc2)c2ccc(F)cc2)OC1(C)C.Cc1ccc(-c2ccc(C)s2)cc1 charge=0 gap_ev=7.90
C -4.61 4.07 2.64
C -3.20 3.58 2.66
C -2.64 3.08 3.84
C -1.30 2.77 3.90
C -0.47 3.01 2.78
B 0.25 -1.84 2.32
C 0.96 3.07 2.95
C 1.68 2.95 4.13
C 3.04 3.37 4.02
C 3.38 3.73 2.72
C 4.67 4.31 2.27
S 2.05 3.49 1.65
O 0.87 -1.94 3.55
C 2.27 -2.11 3.32
C 2.99 -1.12 4.23
C 2.64 -3.51 3.82
C 2.43 -1.88 1.75
C 2.91 -0.47 1.37
C 3.36 -2.86 1.06
O 1.07 -2.03 1.23
C -1.08 3.30 1.54
C -2.43 3.57 1.48
H -4.80 4.69 1.75
H -5.32 3.23 2.63
H -4.82 4.68 3.53
H -3.28 2.99 4.73
H -0.86 2.38 4.82
H 1.24 2.56 5.04
H 3.72 3.47 4.85
H 5.27 4.59 3.14
H 5.25 3.61 1.66
H 4.47 5.21 1.67
H 4.08 -1.24 4.13
H 2.71 -0.09 4.01
H 2.71 -1.35 5.26
H 3.72 -3.66 3.76
H 2.35 -3.59 4.87
H 2.13 -4.30 3.26
H 3.93 -0.30 1.76
H 2.96 -0.39 0.27
H 2.26 0.33 1.75
H 4.36 -2.75 1.50
H 3.03 -3.90 1.17
H 3.45 -2.62 -0.01
H -0.46 3.30 0.62
H -2.91 3.79 0.52
F -3.56 -3.01 7.32
C -2.99 -2.56 6.15
C -2.48 -3.49 5.25
C -1.85 -3.01 4.10
C -1.85 -1.64 3.77
C -1.26 -1.29 2.40
C -1.93 -0.23 1.54
C -1.43 0.13 0.27
C -2.27 0.76 -0.66
C -3.61 1.03 -0.35
C -4.08 0.76 0.93
C -3.26 0.11 1.84
C -2.47 -0.75 4.66
C -2.98 -1.19 5.89
H -2.53 -4.55 5.47
H -1.37 -3.73 3.43
H -1.52 -2.23 1.80
H -0.39 -0.09 0.02
H -1.90 1.04 -1.64
H -4.27 1.50 -1.08
H -5.10 1.03 1.23
H -3.69 -0.18 2.79
H -2.53 0.31 4.40
H -3.40 -0.49 6.60

---

[4]
14
Properties=species:S:1:pos:R:3 method="wB97M-V/def2-TZVPD" de_lowest_kj_mol=651.3 charge=0 gap_ev="7.63 / 7.64"
C 0.92 2.64 0.74
C 0.16 0.89 -0.46
C 2.28 1.03 -0.09
C -0.51 -0.42 -0.27
N 2.11 2.14 0.47
N 0.50 -1.10 0.47
O 2.91 -1.19 1.06
O 2.39 -1.25 -1.33
O -0.11 1.92 0.24
S 2.10 -0.78 -0.02
H 0.65 3.53 1.19
H -1.32 -0.14 0.31
H -0.82 -0.82 -1.24
H 0.38 -2.14 0.64

---

E, respectively: -2461.8794 -1737.9132 -1875.1443 -887.9830 Ha.